C8H10O2 | ωB97M-V/def2-TZVPD

Relative energy (zero: lowest compared OMol25 entry of this formula, charge and spin): 24.2 kcal/mol
HOMO: -9.2 eV
SMILES: c1ccccc1.CC(=O)O
Gap between HOMO and LUMO: 9.912 eV
LUMO: 0.741 eV

Structure (XYZ):
```
20
Properties=species:S:1:pos:R:3:nbo_charge:R:1
C 0.593 1.955 -0.856 -0.218
C -0.329 0.938 -1.281 -0.221
C -1.513 0.681 -0.507 -0.209
C -1.679 1.291 0.671 -0.235
C -0.775 2.318 1.113 -0.220
C 0.348 2.692 0.388 -0.220
C 0.754 -2.171 -0.022 0.786
C 1.522 -1.393 0.904 -0.741
H 1.522 2.195 -1.469 0.220
H -0.089 0.404 -2.245 0.236
H -2.299 -0.036 -0.896 0.220
H -2.412 0.812 1.335 0.219
H -0.800 2.630 2.153 0.212
H 0.981 3.492 0.648 0.215
H -0.631 -3.566 -0.050 0.502
H 2.473 -1.139 0.480 0.249
H 1.010 -0.436 1.203 0.270
H 1.617 -1.982 1.886 0.239
O 0.894 -2.151 -1.260 -0.604
O -0.256 -2.880 0.572 -0.700
```



C38H75N3O17 | ωB97M-V/def2-TZVPD

HOMO: -9.0 eV
SMILES: [H]/N=C(\N)NCCCC[C@@H](C[C@@H]1CO1)OC=O.CCOC(C)=O.CCOC(C)=O.CCOC(C)=O.CCOC(C)=O.CCOC(C)=O.CCOC(C)=O.CCOC(C)=O
Gap between HOMO and LUMO: 9.365 eV
LUMO: 0.412 eV

Structure (XYZ):
```
133
Properties=species:S:1:pos:R:3:mulliken_charge:R:1
N 6.613 -1.242 -2.125 -0.682
C 6.597 -0.676 -3.313 0.460
N 7.105 -1.459 -4.454 -0.608
N 6.111 0.670 -3.567 -0.296
C 5.576 1.314 -2.330 -0.797
C 4.158 0.744 -1.847 -0.543
C 2.916 1.513 -2.531 -0.557
C 2.448 0.874 -3.916 -0.286
C 0.952 0.283 -3.881 -0.013
C 0.872 -0.892 -2.819 -0.503
C -0.731 -1.445 -2.751 0.043
C -1.747 -0.449 -1.900 -0.586
O -1.210 -1.855 -1.396 -0.395
O -0.021 1.346 -3.712 -0.256
C -1.086 1.239 -4.633 0.270
O -1.271 2.041 -5.586 -0.525
H 7.005 -2.184 -2.265 0.264
H 8.120 -1.593 -4.396 0.256
H 6.931 -0.972 -5.350 0.223
H 6.926 1.239 -3.859 0.267
H 5.381 2.415 -2.590 0.422
H 6.360 1.328 -1.499 0.393
H 4.077 -0.393 -1.949 0.283
H 4.081 0.988 -0.730 0.338
H 2.044 1.421 -1.797 -0.019
H 3.153 2.628 -2.618 0.478
H 3.176 0.115 -4.353 0.336
H 2.421 1.739 -4.670 0.153
H 0.783 -0.190 -4.912 0.155
H 1.142 -0.621 -1.759 0.294
H 1.373 -1.819 -3.227 0.316
H -1.169 -1.980 -3.709 0.304
H -2.854 -0.683 -1.867 0.383
H -1.317 0.249 -1.112 0.159
H -1.871 0.436 -4.493 0.285
O -3.914 -7.298 0.717 -0.608
C -2.960 -6.557 0.751 0.537
O -2.673 -5.781 -0.306 -0.361
C -1.684 -4.735 -0.295 -0.039
C -0.305 -5.288 -0.592 -1.017
C -2.027 -6.554 1.930 -0.307
H -1.719 -4.171 0.640 0.247
H -1.968 -4.040 -1.085 0.177
H 0.016 -6.002 0.170 0.328
H 0.429 -4.481 -0.640 0.284
H -0.306 -5.821 -1.545 0.312
H -1.304 -7.364 1.816 0.266
H -2.615 -6.722 2.834 0.356
H -1.504 -5.611 2.076 -0.155
O -0.597 -3.445 3.100 -0.609
C 0.239 -3.722 3.927 0.754
O 1.467 -3.187 3.845 -0.392
C 2.463 -3.300 4.872 0.098
C 3.245 -4.590 4.733 -1.106
C -0.045 -4.734 5.002 -0.884
H 2.020 -3.183 5.863 -0.024
H 3.140 -2.454 4.736 0.347
H 2.603 -5.465 4.850 0.270
H 4.038 -4.641 5.482 0.371
H 3.694 -4.657 3.739 0.323
H 0.120 -5.736 4.603 0.219
H -1.090 -4.634 5.300 0.344
H 0.547 -4.596 5.905 0.295
O -1.072 2.252 -0.556 -0.625
C -1.966 2.876 -0.030 0.764
O -3.198 2.859 -0.566 -0.358
C -4.364 3.402 0.072 -0.181
C -4.498 4.884 -0.203 -0.967
C -1.697 3.749 1.164 -0.987
H -4.370 3.171 1.140 0.344
H -5.219 2.880 -0.361 0.099
H -3.654 5.448 0.202 0.349
H -5.417 5.275 0.236 0.315
H -4.515 5.072 -1.279 0.279
H -1.318 4.714 0.823 0.263
H -0.944 3.266 1.780 0.296
H -2.564 3.900 1.803 0.356
O 4.968 -1.270 -7.381 -0.544
C 4.038 -0.817 -8.000 0.820
O 3.474 0.332 -7.601 -0.399
C 2.491 1.065 -8.336 -0.558
C 1.111 0.531 -8.041 -0.364
C 3.440 -1.568 -9.158 -1.036
H 2.723 1.083 -9.404 0.401
H 2.558 2.098 -7.990 0.350
H 1.004 -0.509 -8.357 0.255
H 0.349 1.126 -8.549 0.421
H 0.918 0.560 -6.967 -0.245
H 2.735 -2.308 -8.777 0.249
H 4.244 -2.079 -9.689 0.324
H 2.946 -0.931 -9.889 0.357
O -0.171 4.025 3.636 -0.562
C 0.783 4.764 3.675 0.921
O 1.077 5.537 2.615 -0.373
C 2.062 6.578 2.624 -0.426
C 3.443 6.026 2.334 -0.963
C 1.707 4.767 4.861 -1.173
H 2.024 7.147 3.556 0.362
H 1.779 7.271 1.829 0.332
H 3.761 5.316 3.100 0.273
H 4.177 6.832 2.284 0.365
H 3.445 5.488 1.383 0.288
H 2.429 3.956 4.754 0.269
H 1.113 4.601 5.761 0.329
H 2.232 5.709 5.010 0.347
O -7.410 4.104 -1.244 -0.546
C -8.164 3.219 -1.570 0.864
O -8.483 2.253 -0.691 -0.388
C -9.506 1.271 -0.907 -0.406
C -8.972 0.089 -1.689 -0.979
C -8.683 3.128 -2.978 -1.071
H -10.388 1.719 -1.372 0.377
H -9.818 0.935 0.084 0.314
H -8.635 0.383 -2.685 0.269
H -9.740 -0.680 -1.798 0.367
H -8.109 -0.346 -1.179 0.297
H -7.941 2.628 -3.600 0.249
H -8.842 4.140 -3.352 0.331
H -9.640 2.616 -3.063 0.339
O 2.851 -2.987 8.295 -0.556
C 1.953 -2.372 8.816 0.830
O 0.719 -2.404 8.281 -0.381
C -0.453 -1.872 8.916 -0.381
C -0.601 -0.391 8.634 -1.003
C 2.211 -1.491 10.007 -1.109
H -0.457 -2.099 9.985 0.338
H -1.301 -2.406 8.484 0.340
H 0.236 0.182 9.038 0.265
H -1.525 -0.007 9.071 0.379
H -0.619 -0.209 7.557 0.311
H 2.579 -0.524 9.663 0.268
H 2.973 -1.965 10.626 0.320
H 1.342 -1.348 10.647 0.356
```



C28H20BCl2F15IN2O5 | ωB97M-V/def2-TZVPD

Relative energy (zero: lowest compared OMol25 entry of this formula, charge and spin): 0.0 kcal/mol
HOMO: -11.0 eV
Total charge: +1
Gap between HOMO and LUMO: 6.718 eV
LUMO: -4.289 eV

Structure (XYZ):
```
74
Properties=species:S:1:pos:R:3:mulliken_charge:R:1
C -0.570 4.947 3.057 -1.326
C -0.971 3.486 3.021 -0.013
O 0.221 2.662 3.071 -0.532
B 0.032 1.357 2.720 1.492
O -0.685 0.494 3.468 -0.752
C 0.788 0.876 1.389 -0.462
C 2.137 0.656 1.391 0.178
C 2.959 0.743 2.593 -0.682
Cl 3.827 2.193 2.883 -0.149
C 2.961 -0.267 3.469 0.604
C 2.226 -1.549 3.290 -0.937
Cl 3.833 -0.143 4.929 -0.170
N 2.505 0.342 0.053 0.873
C 3.864 0.052 -0.412 -0.051
F 3.778 -1.025 -1.211 -0.228
F 4.606 -0.255 0.638 -0.246
C 4.571 1.168 -1.263 0.746
F 5.865 0.818 -1.315 -0.266
F 4.074 1.156 -2.501 -0.243
C 4.523 2.620 -0.720 0.583
F 3.268 2.984 -0.450 -0.216
F 5.008 3.419 -1.670 -0.250
F 5.278 2.717 0.359 -0.227
C 1.403 0.368 -0.707 0.203
I 1.160 0.025 -2.752 0.301
N 0.358 0.674 0.076 0.838
C -1.018 0.831 -0.367 -1.407
O -1.289 1.575 -1.215 -0.242
C -2.041 -0.037 0.386 1.690
F -1.393 -0.954 1.120 -0.303
F -2.710 0.786 1.230 -0.285
C -3.027 -0.793 -0.548 0.398
F -3.239 -0.103 -1.672 -0.209
F -2.446 -1.957 -0.868 -0.275
C -4.405 -1.113 0.106 0.805
F -5.078 0.034 0.331 -0.256
F -5.068 -1.825 -0.815 -0.275
C -4.306 -1.970 1.389 0.151
O -4.295 -3.139 1.315 -0.456
O -4.247 -1.318 2.543 -0.484
H -1.137 5.535 2.346 0.363
H 0.477 5.048 2.799 0.320
H -0.705 5.366 4.046 0.333
H -1.559 3.288 2.129 0.108
H -1.568 3.259 3.898 0.357
H -0.755 0.819 4.375 0.281
H 1.198 -1.405 3.611 0.286
H 2.223 -1.876 2.257 -0.081
H 2.652 -2.342 3.887 0.621
H -4.274 -0.363 2.394 0.423
F 1.286 -3.223 0.434 0.002
C 1.888 -4.444 0.553 0.483
C 2.186 -5.171 -0.578 -0.628
C 2.811 -6.400 -0.420 -0.385
C 3.121 -6.876 0.848 -0.541
C 2.811 -6.120 1.971 -0.565
C 2.189 -4.890 1.819 -0.300
H 1.933 -4.786 -1.557 0.416
H 3.057 -6.989 -1.292 0.381
H 3.606 -7.835 0.960 0.393
H 3.051 -6.487 2.959 0.389
H 1.929 -4.273 2.668 0.373
F -5.251 4.879 -5.650 -0.308
C -4.661 3.673 -5.594 0.368
C -4.319 3.039 -6.772 -0.518
C -3.708 1.796 -6.707 -0.329
C -3.454 1.204 -5.477 -0.711
C -3.809 1.860 -4.306 0.069
C -4.415 3.107 -4.359 -0.685
H -4.532 3.515 -7.719 0.426
H -3.431 1.288 -7.621 0.380
H -2.983 0.231 -5.433 0.412
H -3.616 1.400 -3.349 0.523
H -4.697 3.638 -3.460 0.422
```



C2H8O | ωB97M-V/def2-TZVPD

Relative energy (zero: lowest compared OMol25 entry of this formula, charge and spin): 12.3 kcal/mol
HOMO (alpha / beta): 1.3 / -6.9 eV
Total charge: -1
Spin multiplicity: 2
Gap between HOMO and LUMO (alpha / beta): 2.529 / 10.782 eV
LUMO (alpha / beta): 3.877 / 3.893 eV

Structure (XYZ):
```
11
Properties=species:S:1:pos:R:3:lowdin_spin:R:1
C 1.960 0.985 0.873 0.069
C 0.953 1.568 -0.135 0.137
H 2.086 1.540 1.847 0.005
H 2.962 1.105 0.436 0.006
H 1.795 -0.148 0.885 0.021
H 1.362 2.170 -0.963 0.011
H 0.323 0.730 -0.528 0.067
H 0.222 2.091 0.468 0.014
H -4.551 -3.229 -0.677 0.090
H -3.230 -3.029 -1.177 0.169
O -3.884 -3.783 -1.028 0.411
```



In the order shown, the computed calculated total energy values come out to -12552.6106 -79895.5284 -117157.1678 -4249.2905 eV.